Here is C29H33BaCl2N4O4S as an isolated structure from the OMol25 dataset. Energies are from ωB97M-V/def2-TZVPD.

Each line ends with the Löwdin charge.
Atoms and positions in Å:
Ba (1.68999, 2.22968, -0.51168)  1.945
O (4.69027, -4.23331, 3.03026)  0.135
C (3.44974, -3.93719, 3.47433)  -0.468
O (2.97961, -4.55632, 4.38097)  0.142
C (2.69976, -2.81983, 2.79149)  -0.115
C (1.42115, -2.53900, 3.26951)  0.017
C (0.65989, -1.52957, 2.70944)  0.000
C (1.17416, -0.76766, 1.66620)  -0.263
C (2.43801, -1.06517, 1.17074)  -0.026
C (3.19811, -2.07903, 1.73323)  -0.006
N (0.46833, 0.29140, 1.01185)  -0.007
C (-0.51987, 0.85369, 1.56860)  -0.110
C (-1.29846, 1.96551, 0.94664)  -0.291
C (-2.40770, 2.44150, 1.61676)  -0.024
C (-3.09277, 3.53563, 1.10833)  -0.024
C (-2.65881, 4.10261, -0.07498)  -0.026
C (-1.56983, 3.52664, -0.71166)  -0.124
N (-0.89382, 2.49169, -0.22010)  -0.073
H (4.96078, -3.65482, 2.31362)  0.086
H (1.03920, -3.13512, 4.09016)  0.132
H (-0.34518, -1.35822, 3.08296)  0.116
H (2.84654, -0.50230, 0.34036)  0.091
H (4.17809, -2.27240, 1.30760)  0.118
H (-0.86033, 0.58540, 2.56850)  0.122
H (-2.72297, 1.97002, 2.54276)  0.124
H (-3.94648, 3.94448, 1.64013)  0.124
H (-3.14846, 4.96522, -0.50413)  0.117
H (-1.23047, 3.91286, -1.66680)  0.120
Cl (4.02247, 6.71171, 5.34199)  0.691
C (3.29268, 5.62095, 4.20596)  -0.661
C (2.07077, 5.00942, 4.52680)  -0.098
C (1.46792, 4.14495, 3.64971)  -0.549
Cl (-0.04730, 3.41023, 4.09924)  0.729
C (2.04080, 3.82469, 2.38637)  -0.356
O (1.46900, 3.01184, 1.53951)  -0.461
C (3.28166, 4.46223, 2.10783)  -0.131
C (3.98042, 4.22666, 0.87791)  -0.167
O (3.61874, 3.45624, -0.03154)  -0.320
C (3.88486, 5.35239, 3.01723)  -0.059
H (1.60020, 5.22609, 5.47723)  0.114
H (4.91404, 4.78887, 0.74778)  0.139
H (4.82957, 5.82239, 2.75843)  0.124
C (-3.19690, -1.43623, -5.07838)  -0.101
C (-4.34475, -1.37882, -4.06616)  -0.251
C (-4.12617, -0.38277, -2.92446)  -0.194
C (-2.98323, -0.75887, -1.98511)  -0.172
N (-1.71248, -0.22319, -2.51839)  0.027
C (-0.42084, -0.49689, -2.25910)  -0.820
S (0.79032, 0.53109, -2.94152)  0.449
N (-0.03394, -1.53256, -1.50470)  0.024
C (-0.79690, -2.56015, -0.77932)  -0.170
C (-1.20441, -3.75938, -1.63530)  -0.195
C (-0.06286, -4.73227, -1.95712)  -0.245
C (0.89442, -4.25279, -3.05651)  -0.097
H (-3.40931, -2.16164, -5.86782)  0.076
H (-2.24875, -1.72588, -4.61188)  0.056
H (-3.04649, -0.46137, -5.55835)  0.080
H (-4.50837, -2.37414, -3.63616)  0.109
H (-5.26917, -1.10972, -4.58424)  0.109
H (-5.03865, -0.30819, -2.32930)  0.114
H (-3.94064, 0.61969, -3.33833)  0.117
H (-2.93613, -1.83796, -1.91004)  0.090
H (-3.16563, -0.35759, -0.98631)  0.115
H (-1.80254, 0.60108, -3.08084)  0.098
H (0.96219, -1.60943, -1.46883)  0.085
H (-1.65770, -2.10334, -0.30561)  0.101
H (-0.14671, -2.89967, 0.02730)  0.117
H (-1.64602, -3.40423, -2.57557)  0.102
H (-1.99065, -4.29306, -1.08918)  0.120
H (-0.50607, -5.67985, -2.27217)  0.108
H (0.49756, -4.94481, -1.03810)  0.108
H (0.34300, -3.99559, -3.96871)  0.079
H (1.61193, -5.03595, -3.31531)  0.075
H (1.47157, -3.37056, -2.76400)  0.056

Atomic forces in eV per Å
-0.13 -1.86 -3.43
-0.22 0.02 0.12
0.17 -0.05 -0.07
-0.11 0.01 0.04
0.00 -0.14 0.15
-0.04 -0.01 0.06
-0.18 -0.11 0.18
-0.20 0.33 -0.31
0.07 0.00 0.04
0.10 0.06 -0.18
0.02 -0.46 0.17
-0.37 0.24 0.00
0.21 -0.24 -0.04
-0.23 -0.03 0.30
-0.15 0.08 0.10
-0.08 -0.05 0.05
0.06 -0.15 -0.02
-0.91 0.03 0.24
0.07 0.07 -0.10
0.02 0.04 -0.07
0.14 -0.02 -0.03
-0.04 0.00 -0.05
-0.07 0.05 0.03
-0.03 -0.04 0.05
0.06 0.10 -0.08
0.10 -0.07 -0.08
-0.01 -0.02 -0.01
0.06 0.03 -0.01
-0.08 -0.08 -0.07
-0.23 0.11 0.46
0.00 0.04 0.06
-0.04 -0.11 -0.08
0.19 0.04 -0.14
-0.39 -0.39 -0.24
0.26 1.77 3.30
0.04 -0.07 -0.22
-0.17 -0.27 -0.22
1.87 1.51 0.85
0.33 0.02 -0.35
0.00 -0.02 -0.03
0.06 -0.01 -0.02
-0.10 -0.06 0.02
0.00 0.00 0.01
0.12 0.03 -0.08
-0.02 0.03 -0.10
0.29 0.28 -0.31
0.27 -0.31 0.44
-0.31 0.02 0.11
-0.40 -0.61 -0.29
-0.34 0.09 0.01
0.22 0.05 -0.34
0.04 -0.05 -0.04
0.07 0.11 -0.11
-0.06 -0.02 0.02
0.00 0.08 0.08
-0.13 0.03 -0.06
-0.01 -0.13 0.09
-0.02 0.07 -0.03
0.05 -0.04 0.02
0.01 0.00 -0.03
-0.09 -0.09 0.10
0.04 -0.14 -0.01
0.07 0.07 0.06
-0.09 0.22 -0.19
0.31 -0.06 0.06
-0.08 0.10 0.06
0.05 0.01 0.05
-0.02 -0.05 0.10
0.06 0.03 -0.05
0.04 0.03 0.01
-0.06 -0.02 -0.07
0.07 -0.02 0.14
-0.09 0.07 0.05
-0.07 -0.09 -0.03

Its HOMO energy is -0.394 hartree. As for the charge: +1. Its maximum force is 3.90 eV/A. Its energy above the lowest of the compared OMol25 structures with the same formula, charge and spin is 0.9805 eV. The value obtained for the total energy is -2988.853811 a.u.